1.
Below is a 2-piece molecular cluster, H4O2 overall in a non-equilibrium geometry, with properties calculated with ωB97M-V with the def2-TZVPD basis set.

electronic energy: -152.86456 hartree
SMILES: O.O
net charge: 0
LUMO level: 0.0187 Ha
energy above the lowest of the compared OMol25 structures with the same formula, charge and spin: 6.5 kcal per mole
orbital gap: 12.12 eV

Structure (XYZ):
```
6
H4O2, DFT ωB97M-V with the def2-TZVPD basis set
O -1.881 0.002 -0.121
O 1.958 -0.011 0.002
H 1.281 -0.683 0.029
H -2.008 0.639 0.595
H 1.538 0.854 -0.074
H -1.430 -0.738 0.400
```

2.
Below is a 2-piece molecular cluster, H4O2 overall in a non-equilibrium geometry, with properties calculated with ωB97M-V with the def2-TZVPD basis set.

electronic energy: -152.86410 hartree
SMILES: O.O
net charge: 0
LUMO level: 0.0276 Ha
energy above the lowest of the compared OMol25 structures with the same formula, charge and spin: 6.8 kcal per mole
orbital gap: 11.86 eV

Structure (XYZ):
```
6
H4O2, DFT ωB97M-V with the def2-TZVPD basis set
O -0.319 0.539 -0.860
O 0.511 -0.628 1.301
H -0.540 0.755 -1.821
H -0.412 -0.953 1.442
H 0.279 0.259 1.005
H 0.482 0.028 -1.068
```

3.
Below is a 2-piece molecular cluster, H4O2 overall in a non-equilibrium geometry, with properties calculated with ωB97M-V with the def2-TZVPD basis set.

electronic energy: -152.86099 hartree
SMILES: O.O
net charge: 0
LUMO level: 0.0170 Ha
energy above the lowest of the compared OMol25 structures with the same formula, charge and spin: 8.8 kcal per mole
orbital gap: 11.15 eV

Structure (XYZ):
```
6
H4O2, DFT ωB97M-V with the def2-TZVPD basis set
O -0.978 -0.485 -0.629
O 1.173 0.561 0.690
H -0.774 -1.440 -0.721
H -1.974 -0.454 -0.363
H 0.380 -0.013 0.511
H 0.806 1.299 0.081
```

4.
Below is a 2-piece molecular cluster, H4O2 overall in a non-equilibrium geometry, with properties calculated with ωB97M-V with the def2-TZVPD basis set.

electronic energy: -152.86353 hartree
SMILES: O.O
net charge: 0
LUMO level: 0.0180 Ha
energy above the lowest of the compared OMol25 structures with the same formula, charge and spin: 7.2 kcal per mole
orbital gap: 11.91 eV

Structure (XYZ):
```
6
H4O2, DFT ωB97M-V with the def2-TZVPD basis set
O 0.844 1.614 0.251
O -1.321 -0.996 -0.182
H 0.330 0.771 0.279
H 1.723 1.352 -0.093
H -0.850 -1.591 -0.858
H -0.726 -1.150 0.604
```

5.
Below is a 2-piece molecular cluster, H4O2 overall in a non-equilibrium geometry, with properties calculated with ωB97M-V with the def2-TZVPD basis set.

electronic energy: -152.80765 hartree
net charge: 0
LUMO level: -0.0007 Ha
energy above the lowest of the compared OMol25 structures with the same formula, charge and spin: 42.2 kcal per mole
orbital gap: 9.02 eV

Structure (XYZ):
```
6
H4O2, DFT ωB97M-V with the def2-TZVPD basis set
O -1.152 0.525 0.808
O 0.772 -0.465 -0.482
H -0.890 0.825 1.719
H -0.128 -0.085 0.207
H 0.792 0.383 -1.012
H 0.606 -1.183 -1.241
```

6.
Below is a 2-piece molecular cluster, H4OP2S overall in a non-equilibrium geometry, with properties calculated with ωB97M-V with the def2-TZVPD basis set.

electronic energy: -1158.39818 hartree
net charge: 0
LUMO level (spin up / spin down): -0.1016 / -0.0977 Ha
energy above the lowest of the compared OMol25 structures with the same formula, charge and spin: 85.2 kcal per mole
orbital gap (spin up / spin down): 6.05 / 6.17 eV

Structure (XYZ):
```
8
H4OP2S, DFT ωB97M-V with the def2-TZVPD basis set
S 2.863 0.457 0.341
P -1.512 0.813 0.369
P -0.029 -0.274 -0.896
O 0.235 -1.493 0.196
H 1.080 -1.601 0.614
H -0.380 0.947 1.182
H -0.861 -0.991 -1.743
H -1.396 2.141 -0.063
```